48
Properties=species:S:1:pos:R:3:lowdin_charge:R:1 method="wB97M-V/def2-TZVPD" orbital_gap_ev="7.5 / 5.4" e_tot_ev=-239117.60046 spin_multiplicity=5 charge=+1
Rh -0.03 0.54 -0.75 0.46
Se 0.07 0.79 1.65 0.52
P -1.12 -1.02 0.76 0.37
Se -1.12 -1.50 -1.50 0.47
C -2.79 -1.01 1.47 -0.41
C -2.89 -1.02 2.86 -0.09
C -4.15 -1.01 3.45 -0.05
C -5.28 -0.99 2.65 -0.05
C -5.17 -0.97 1.27 -0.06
C -3.93 -0.98 0.67 -0.09
C -0.31 -2.50 1.45 -0.43
C -0.90 -3.72 1.14 -0.11
C -0.31 -4.89 1.59 -0.05
C 0.85 -4.84 2.35 -0.05
C 1.43 -3.62 2.65 -0.06
C 0.86 -2.44 2.19 -0.11
H -2.00 -1.04 3.47 0.11
H -4.24 -1.02 4.52 0.11
H -6.26 -0.99 3.11 0.11
H -6.06 -0.96 0.65 0.11
H -3.82 -0.96 -0.41 0.08
H -1.80 -3.75 0.54 0.10
H -0.76 -5.84 1.33 0.11
H 1.29 -5.75 2.70 0.11
H 2.34 -3.58 3.22 0.11
H 1.33 -1.49 2.41 0.05
C 1.86 4.65 -2.07 -0.06
N 0.97 3.59 -1.64 0.02
C -0.36 3.52 -1.81 -0.60
N -1.00 4.58 -2.33 0.21
O -0.99 2.50 -1.47 -0.10
H 2.88 4.31 -1.89 0.09
H 1.69 5.57 -1.50 0.09
H 1.75 4.86 -3.14 0.09
H 1.40 2.73 -1.29 0.08
H -0.52 5.43 -2.56 0.11
H -2.01 4.54 -2.41 0.13
Br 6.34 0.89 -3.18 0.75
C 4.55 0.81 -2.50 -0.67
C 4.35 0.77 -1.13 -0.13
C 3.06 0.69 -0.64 -0.14
C 1.97 0.65 -1.51 -0.28
C 2.20 0.71 -2.89 -0.12
C 3.48 0.79 -3.39 -0.12
H 5.19 0.81 -0.46 0.11
H 2.91 0.66 0.43 0.07
H 1.37 0.68 -3.58 0.10
H 3.66 0.83 -4.45 0.11